9
Properties=species:S:1:pos:R:3:forces:R:3:lowdin_charge:R:1 method="wB97M-V/def2-TZVPD" e_homo_ev=-10.5 de_lowest_kcal_mol=71.4 smiles=C#CF.FCCl homo_lumo_gap_ev=11.3
C 1.9141 -0.5575 -0.9273 0.179 0.936 0.107 0.077
C 2.4274 0.4110 -0.4231 -0.409 -1.180 -0.365 -0.243
C -1.4572 1.1306 0.7943 0.429 1.659 -0.451 -0.480
F 3.0273 1.3720 0.1771 -0.158 -0.152 -0.153 0.121
F -0.8224 2.3671 1.1013 -0.177 -1.793 -0.031 -0.154
Cl -1.4203 1.0776 -1.0769 -0.259 -0.378 1.999 0.469
H 1.3795 -1.3059 -1.4939 0.381 0.400 0.437 0.036
H -0.9222 0.2413 1.2558 -0.529 1.309 -0.851 0.094
H -2.4820 1.3222 1.1788 0.543 -0.801 -0.694 0.080